Here is C4H6O2 in the gas phase from the Open Molecules 2025 dataset. Energies are from ωB97M-V/def2-TZVPD.

Calculated values
* E_LUMO: 0.0229 Ha
* E_HOMO: -9.63 eV
* 2S+1: 1
* relative energy (zero: lowest compared OMol25 entry of this formula, charge and spin): 50.7 kcal per mole
* gap between HOMO and LUMO: 10.26 eV
* SMILES: O=C[C@H]1CCO1

Geometry (Å):
O (2.700, 0.562, 0.724)
O (-0.448, 1.059, 0.789)
C (1.717, 0.004, 0.318)
C (0.444, 0.651, -0.265)
C (-0.508, -0.464, -0.707)
C (-1.379, 0.009, 0.464)
H (1.619, -1.111, 0.354)
H (-0.928, -0.450, -1.712)
H (-1.474, -0.707, 1.290)
H (-2.371, 0.402, 0.217)
H (0.670, 1.482, -0.946)
H (-0.043, -1.438, -0.526)